(1)
The following is a DFT calculation (the ωB97M-V functional and the def2-TZVPD basis) of a structure of composition C37H43CuN6O2S2.

Computed properties:
- relative energy (zero: lowest compared OMol25 entry of this formula, charge and spin) (kcal per mole) = 2.6
- HOMO energy (alpha / beta) (Eh) = -0.156 / -0.157
- net charge = -1
- 2S+1 = 2
- energy (hartree) = -4351.69568

Structure (XYZ):
```
91
Properties=species:S:1:pos:R:3:mulliken_spin:R:1
Cu -0.375 0.077 -0.185 0.012
S 1.567 -2.080 2.301 0.765
S 1.278 -2.086 -2.450 0.002
O 2.282 -2.275 -1.433 0.000
O 0.522 -3.234 -2.882 0.000
N -1.008 -0.848 -3.896 0.000
N 0.033 1.601 1.175 0.001
N -1.171 -0.938 1.336 -0.006
N -1.463 0.483 -1.963 0.000
N 0.331 -0.887 -1.907 -0.003
N 4.260 0.091 -7.124 0.000
C -3.011 0.452 -3.766 0.000
C 1.743 -1.760 -5.154 0.000
C 4.251 -1.673 2.483 0.099
C 2.147 -1.456 -3.863 0.000
C 2.135 4.637 0.783 -0.002
C -2.148 3.975 3.559 0.000
C -1.832 3.674 2.092 -0.002
C -3.111 -4.151 1.519 0.002
C -0.716 -0.444 -2.640 0.000
C 3.975 -0.160 -4.728 0.000
C 3.117 -2.249 4.542 0.112
C 1.963 2.235 -1.586 0.001
C -0.944 -0.162 2.456 0.096
C 3.572 -0.453 -6.031 0.000
C -1.453 -0.793 3.607 0.023
C 4.320 -2.175 5.222 -0.072
C -0.321 1.101 2.323 -0.072
C 5.452 -1.610 3.169 -0.070
C 3.058 -1.994 3.158 -0.047
C 2.453 -1.261 -6.233 0.000
C 0.474 2.943 1.199 0.005
C -2.138 -0.404 -4.422 0.000
C 3.267 -0.664 -3.649 0.000
C -2.757 4.475 1.167 0.000
C 2.596 2.402 -0.196 -0.004
C -2.593 0.885 -2.517 0.000
C 5.491 -1.857 4.538 0.136
C -0.902 -3.892 0.387 0.044
C 2.969 1.059 0.440 0.015
C -2.886 -2.596 -0.419 0.000
C 1.716 3.318 0.644 0.005
C 1.354 5.601 1.402 0.001
C -2.180 -3.159 0.819 -0.006
C -2.013 -1.981 3.165 -0.010
C 0.095 5.249 1.846 -0.002
C -1.808 -2.033 1.761 0.010
C -0.372 3.941 1.736 -0.001
H 6.432 -1.805 5.072 0.010
H 2.158 0.333 0.387 -0.009
H -0.216 -3.208 -0.112 -0.025
H -2.355 -0.747 -5.432 0.000
H -3.194 3.745 3.778 0.000
H 0.866 -2.382 -5.289 0.000
H -1.136 -4.704 -0.308 0.001
H -2.615 -4.619 2.373 0.000
H -3.941 0.779 -4.207 0.000
H 3.827 0.625 -0.086 0.002
H -2.503 -2.728 3.774 0.000
H 4.352 -2.367 6.287 -0.003
H 4.204 -1.485 1.418 0.017
H -2.540 4.246 0.121 0.000
H 5.201 0.383 -6.924 0.000
H -2.048 2.625 1.916 0.001
H 2.141 -1.490 -7.247 0.000
H 1.819 3.211 -2.054 0.000
H 3.530 2.954 -0.334 0.000
H -0.159 1.681 3.237 -0.016
H -1.522 3.381 4.227 0.000
H -3.168 -3.408 -1.097 0.000
H -3.785 -2.042 -0.135 0.000
H 4.200 -0.444 -7.974 0.000
H -3.803 4.226 1.366 0.000
H 4.850 0.462 -4.567 0.000
H -3.400 -4.940 0.818 0.000
H -1.422 -0.407 4.618 0.001
H 3.240 1.188 1.491 -0.003
H -0.552 6.008 2.276 0.000
H 3.583 -0.470 -2.631 0.000
H 2.590 1.623 -2.239 0.000
H 2.198 -2.495 5.058 0.003
H -3.174 1.602 -1.942 0.000
H -1.978 5.031 3.790 0.000
H -2.630 5.551 1.311 0.000
H 0.991 1.745 -1.505 0.000
H -0.392 -4.308 1.261 -0.006
H -4.019 -3.656 1.875 0.000
H 1.712 6.618 1.508 0.000
H 6.363 -1.363 2.638 -0.003
H 3.105 4.913 0.381 0.000
H -2.222 -1.921 -0.957 0.001
```

***

(2)
The following is a DFT calculation (the ωB97M-V functional and the def2-TZVPD basis) of a cluster of 2 separate species, C37H43N4O2 in total.

Computed properties:
- relative energy (zero: lowest compared OMol25 entry of this formula, charge and spin) (kcal per mole) = 0.0
- HOMO energy (Eh) = -0.347
- net charge = +1
- energy (hartree) = -1804.96339

Structure (XYZ):
```
86
Properties=species:S:1:pos:R:3:mulliken_charge:R:1
O -7.550 1.817 3.289 -0.377
O 7.100 2.478 3.454 -0.355
N -4.913 1.007 3.679 0.091
N 0.985 -5.247 3.275 0.951
N 4.850 0.939 3.989 0.181
N -0.306 -4.154 1.880 0.808
C -5.783 1.230 4.821 -0.668
C 6.963 1.213 2.806 -0.674
C 6.483 2.527 4.733 -0.799
C -3.575 -0.372 5.150 -0.356
C -1.368 -1.056 4.471 0.043
C 1.029 -4.573 -0.180 -0.947
C -2.430 -1.125 5.379 -0.927
C -1.802 -6.611 3.119 -0.507
C 2.058 -5.424 -0.623 -0.643
C 0.903 -4.394 1.191 0.981
C -4.604 -7.797 5.257 -1.560
C 1.740 -5.077 2.095 0.731
C 5.515 0.756 2.707 -0.350
C 3.520 -1.075 3.851 -0.829
C -1.432 -5.386 3.725 -0.270
C 2.321 -1.729 4.075 -0.336
C -1.542 -0.419 3.238 -0.475
C 2.900 -6.087 0.282 -0.648
C -3.515 -6.907 4.767 1.251
C 4.996 2.236 4.621 -0.746
C -3.181 -5.691 5.367 -0.964
C -6.687 1.916 2.156 -0.702
C 1.196 -1.018 4.526 0.319
C 1.290 0.356 4.788 -0.890
C -3.741 0.317 3.929 1.432
C -2.129 -4.920 4.860 -0.090
C 2.743 -5.933 1.668 -0.739
C -6.878 2.225 4.483 -0.779
C -2.713 0.267 2.963 -1.010
C 1.398 -5.981 4.460 -1.012
C -5.395 1.106 2.305 -0.296
C 2.518 0.996 4.665 -0.589
C -2.822 -7.367 3.649 -1.038
C -0.086 -1.784 4.753 0.732
C 3.625 0.301 4.154 0.772
C -0.272 -4.795 3.076 -0.523
C -1.519 -3.579 1.314 -0.852
H 0.401 0.926 5.061 0.399
H 4.489 3.028 4.034 0.380
H 2.603 2.050 4.934 0.432
H -2.332 -4.317 1.284 0.310
H -7.273 1.521 1.313 0.323
H -1.273 -6.981 2.239 0.422
H 7.376 1.365 1.798 0.325
H -6.416 2.975 1.968 0.327
H -4.184 -8.766 5.552 0.336
H -1.284 -3.236 0.307 0.383
H 7.541 0.433 3.337 0.336
H 3.303 -6.518 2.400 0.352
H -3.093 -8.324 3.201 0.415
H 4.396 -1.619 3.492 0.374
H -4.626 1.593 1.690 0.213
H 2.176 -5.595 -1.695 0.401
H -5.147 -7.369 6.099 0.378
H 4.561 2.197 5.626 0.502
H 2.239 -2.797 3.846 0.170
H -2.836 0.780 2.015 0.167
H 6.649 3.550 5.094 0.362
H -6.427 3.232 4.390 0.363
H -2.356 -1.757 6.269 0.422
H 2.473 -6.156 4.392 0.439
H -0.032 -2.615 4.088 -1.570
H -1.848 -2.725 1.927 0.218
H -5.586 0.101 1.874 0.301
H -0.115 -2.203 5.774 0.585
H 1.173 -5.377 5.352 0.301
H 3.670 -6.758 -0.094 0.415
H -1.837 -3.975 5.325 0.385
H 0.291 -4.141 -0.862 0.360
H 0.875 -6.946 4.553 0.288
H 5.490 -0.300 2.429 0.252
H -6.250 0.285 5.162 0.355
H -3.752 -5.364 6.246 0.364
H 5.008 1.340 1.912 0.247
H -4.367 -0.371 5.898 0.420
H -7.648 2.205 5.265 0.340
H -5.307 -8.003 4.441 0.351
H -5.171 1.639 5.637 0.479
H 6.925 1.799 5.435 0.350
H -0.753 -0.468 2.478 0.684
```

***

(3)
The following is a DFT calculation (the ωB97M-V functional and the def2-TZVPD basis) of a structure of composition C37H44BCrN13O6P.

Computed properties:
- relative energy (zero: lowest compared OMol25 entry of this formula, charge and spin) (kcal per mole) = 5.0
- HOMO energy (alpha / beta) (Eh) = -0.260 / -0.267
- 2S+1 = 4
- energy (hartree) = -4010.20770

Structure (XYZ):
```
103
Properties=species:S:1:pos:R:3:mulliken_spin:R:1
Cr 0.325 0.329 -0.069 2.960
P -2.303 0.295 2.346 0.000
O 3.370 -7.884 1.136 0.000
O 3.770 -7.033 -0.801 0.000
O 1.947 -2.504 -1.949 0.018
O 0.944 -5.322 4.436 0.000
O 0.085 -3.432 3.869 0.000
O 1.244 -1.355 -0.141 -0.022
N -2.747 2.869 1.278 0.004
N 0.457 0.068 2.112 -0.145
N 3.500 0.565 0.724 -0.030
N -1.271 -0.950 0.088 -0.067
N -0.232 -0.112 4.196 0.002
N -3.114 -1.914 0.754 0.003
N -0.141 0.665 -1.978 -0.003
N 3.304 -6.992 0.316 0.000
N 0.758 -4.423 3.646 0.000
N 4.307 1.610 0.480 0.018
N 1.834 2.708 1.895 0.012
N -0.998 1.868 0.423 -0.129
N 2.532 3.474 1.037 -0.010
C 5.605 -0.183 0.429 0.001
C 2.034 4.722 1.006 0.001
C -4.283 -2.255 1.551 0.000
C -3.838 0.679 -2.548 -0.017
C -1.537 -1.975 -0.771 0.033
C -2.221 3.709 0.334 -0.001
C 0.892 3.496 2.407 0.009
C 5.572 1.191 0.295 0.002
C 1.394 -4.532 2.316 0.000
C 2.049 -5.701 1.982 0.001
C -2.602 0.718 -1.923 0.006
C -2.775 0.450 -6.170 0.000
C 1.861 -3.549 0.191 -0.005
C 0.896 2.434 -3.403 0.001
C -1.100 -0.207 5.357 -0.001
C 2.514 -4.711 -0.193 0.000
C 1.551 -0.070 2.917 0.037
C -1.509 0.583 -4.022 0.012
C 2.171 1.140 -1.755 0.090
C 1.484 -0.016 -3.829 -0.004
C -0.603 0.051 2.907 0.056
C 2.599 -5.751 0.715 -0.001
C 4.275 -0.517 0.701 0.009
C 1.134 -0.195 4.210 -0.002
C -1.976 1.759 1.312 0.069
C -3.916 0.580 -3.929 0.027
C -5.082 0.777 -1.701 0.001
C -2.227 -0.927 1.000 0.054
C 1.299 -3.457 1.457 0.008
C -1.138 3.073 -0.193 0.056
C 1.702 -2.378 -0.768 0.007
C -2.683 -2.587 -0.362 -0.008
C -1.377 0.651 -2.617 0.019
C 1.053 1.038 -2.777 -0.054
C -3.938 3.131 2.072 0.000
C -2.737 0.542 -4.666 -0.011
C 0.965 4.791 1.881 0.000
B 3.927 3.128 0.403 0.003
H 2.940 -4.793 -1.183 0.000
H 3.055 1.628 -2.164 0.004
H 0.350 5.647 2.104 0.000
H -0.912 -2.172 -1.626 -0.001
H -0.036 2.555 -3.954 0.003
H -4.821 -3.048 1.039 0.000
H -5.053 0.064 -0.871 -0.001
H -3.800 0.423 -6.538 0.000
H -1.656 0.718 5.500 0.000
H 2.128 -6.532 2.666 0.000
H -3.984 -2.607 2.536 0.000
H -4.301 4.123 1.819 0.000
H -4.877 0.543 -4.428 0.001
H 1.725 2.622 -4.088 0.000
H 0.800 -2.549 1.760 0.005
H -0.461 3.396 -0.961 -0.006
H 1.885 1.796 -0.908 -0.035
H -5.980 0.572 -2.284 0.000
H -0.634 0.551 -4.649 0.006
H -2.276 1.306 -6.628 0.000
H 6.457 -0.835 0.340 0.000
H 1.685 -0.325 5.125 0.000
H 3.897 3.483 -0.760 0.000
H -0.477 -0.380 6.230 0.000
H -4.715 2.403 1.846 0.000
H 0.951 3.203 -2.629 -0.003
H 2.543 -0.031 2.505 0.007
H 3.840 -1.491 0.872 -0.001
H 6.355 1.903 0.094 0.000
H -3.703 3.100 3.134 0.000
H 0.878 -0.916 -3.762 0.001
H 1.423 0.374 -4.847 0.000
H -5.189 1.777 -1.273 0.000
H 2.515 -0.325 -3.654 -0.001
H 4.778 3.739 1.012 0.000
H -3.227 -3.424 -0.763 -0.001
H -1.792 -1.040 5.251 0.000
H 0.187 3.091 3.121 0.000
H -2.615 0.817 -0.852 0.022
H -2.266 -0.448 -6.522 0.000
H -4.938 -1.392 1.649 0.000
H 2.477 0.162 -1.392 -0.007
H 2.493 5.476 0.387 0.000
H -2.652 4.673 0.129 0.000
```